# 1
{"formula": "C6H13NO", "method": "wB97M-V/def2-TZVPD", "e_lumo_ev": 0.8, "homo_lumo_gap_ev": 10.4, "spin_multiplicity": 1, "homo_energy_ev": -9.60, "symbols": ["C", "C", "C", "C", "C", "C", "N", "O", "H", "H", "H", "H", "H", "H", "H", "H", "H", "H", "H", "H", "H"], "xyz": [[0.38, 0.89, 1.08], [0.31, -0.56, 0.27], [-0.73, -1.44, 0.95], [1.69, -1.19, 0.28], [-0.13, -0.18, -1.14], [-1.23, 0.88, -0.97], [-0.94, 2.08, -1.56], [-2.36, 0.60, -0.61], [1.19, 1.50, 0.66], [0.69, 0.61, 2.08], [-0.53, 1.45, 1.27], [-0.49, -1.59, 2.00], [-0.79, -2.41, 0.45], [-1.71, -0.96, 0.86], [1.99, -1.42, 1.30], [1.68, -2.12, -0.29], [2.43, -0.53, -0.15], [0.71, 0.24, -1.71], [-0.55, -1.04, -1.66], [0.02, 2.37, -1.69], [-1.62, 2.81, -1.43]]}


# 2
{"formula": "C4H7NO", "method": "wB97M-V/def2-TZVPD", "e_lumo_ev": 0.9, "homo_lumo_gap_ev": 10.8, "spin_multiplicity": 1, "homo_energy_ev": -9.91, "symbols": ["C", "C", "C", "N", "C", "O", "H", "H", "H", "H", "H", "H", "H"], "xyz": [[0.03, -1.79, 0.26], [0.31, -0.31, 0.37], [0.85, 0.47, -0.79], [-0.55, 0.56, -0.41], [-1.06, 1.74, 0.13], [-1.35, 2.71, -0.53], [-0.85, -2.06, 0.85], [0.89, -2.37, 0.62], [-0.16, -2.06, -0.78], [0.58, 0.06, 1.36], [1.47, 1.34, -0.57], [1.05, -0.02, -1.73], [-1.20, 1.71, 1.23]]}


Ordered maximum force results: 0.054; 0.009; unit hartree/bohr.
Ordered energy above the lowest of the compared OMol25 structures with the same formula, charge and spin results: 7.1; 41.2; unit kcal per mole.